1.
Density functional theory data (ωB97M-V/def2-TZVPD) for one molecule with the formula C2H8N6 in a non-equilibrium geometry.

XYZ file:
```
16
Properties=species:S:1:pos:R:3:forces:R:3
H 2.7327 1.3680 -0.3551 1.1 1.5 -0.2
N 2.3181 0.4911 -0.2213 -4.8 -1.3 -0.8
C 0.9683 0.6936 -0.2125 2.6 -0.3 2.5
N 0.4103 2.0175 -0.1113 1.2 0.3 0.7
N 0.1864 -0.4235 -0.0136 4.9 -0.7 -1.2
N 0.4880 -1.8086 -0.3897 5.0 2.9 -4.0
C -1.0718 -0.5239 0.1481 -10.5 3.1 -1.7
N -1.4373 -0.0383 1.4282 2.2 -0.6 1.3
N -1.8977 -0.6510 -0.9394 0.6 -0.1 4.4
H -2.9285 -0.6595 -0.6284 2.0 0.0 -0.4
H 1.3956 2.4960 -0.2289 -3.5 0.2 0.9
H -0.3921 2.3927 0.6476 3.3 -1.9 -2.7
H 1.4038 -1.8156 0.0514 0.5 -1.1 0.7
H 0.9943 -1.5017 -1.4112 -2.0 -1.9 2.5
H -0.7417 -0.1987 2.2227 -0.9 0.2 -2.0
H -2.3173 -0.2095 1.8186 -1.8 -0.3 -0.1
```
Positions in Å, forces in eV/Å.

The SMILES is [H]/N=C(\N)N(N)/C(N)=N/[H]. The highest occupied orbital energy is -8.8 eV. The calculation puts the LUMO energy at 0.0170 Ha. The energy relative to the best compared isomer or geometry (same formula, charge and spin) is 397.5 kJ/mol. The spin multiplicity is 1. The calculation puts the calculated total energy at -409.3853 a.u.

2.
Density functional theory data (ωB97M-V/def2-TZVPD) for one molecule with the formula C5H10O2 in a non-equilibrium geometry.

XYZ file:
```
17
Properties=species:S:1:pos:R:3:forces:R:3
C -1.2725 0.0182 -2.2337 -0.1 0.0 -0.2
O -0.8052 0.0680 -0.9093 -0.1 0.0 0.2
C 0.6394 0.1958 -0.8304 0.1 -0.1 0.1
C 1.2010 0.2604 0.5405 0.8 0.5 -0.1
C 0.6961 0.9875 1.6876 0.1 -0.1 -0.1
C 0.4167 -0.5462 1.6610 0.3 -1.0 1.5
O -0.8541 -1.0672 1.5541 -0.3 -0.1 -0.2
H -1.0277 0.9442 -2.7757 0.0 -0.1 0.1
H -2.3590 -0.0954 -2.2004 0.2 0.0 0.0
H -0.8400 -0.8290 -2.7898 0.0 0.1 0.1
H 1.0709 -0.6369 -1.4118 -0.1 0.1 0.2
H 0.9280 1.1256 -1.3550 0.0 -0.2 0.2
H 1.2880 -1.3098 1.6558 0.0 0.3 -1.9
H 1.4082 1.3740 2.4314 -0.2 -0.2 -0.3
H -0.2701 1.5112 1.7422 0.1 -0.4 -0.2
H 0.8932 -1.0142 2.6181 -0.8 1.0 0.4
H -1.1129 -0.9863 0.6156 0.1 0.1 0.2
```
Positions in Å, forces in eV/Å.

The highest occupied orbital energy is -7.3 eV. The calculation puts the LUMO energy at 0.0297 Ha. The energy relative to the best compared isomer or geometry (same formula, charge and spin) is 698.5 kJ/mol. The spin multiplicity is 1. The calculation puts the calculated total energy at -346.7594 a.u.